Record 1
{
  "formula": "C6H16N2",
  "method": "ωB97M-V with the def2-TZVPD basis set",
  "symbols": ["C", "C", "C", "C", "N", "H", "H", "H", "H", "H", "H", "H", "H", "H", "H", "H", "C", "C", "N", "H", "H", "H", "H", "H"],
  "xyz": [[-1.279518, -1.053615, 0.077764], [-2.107745, -0.377622, -0.977687], [-1.496622, -0.609934, 1.494286], [0.039649, 2.421763, 0.013385], [-0.002875, -1.456452, -0.275562], [0.023347, -1.902821, -1.188128], [0.421931, -2.041840, 0.436458], [-2.209523, 0.706991, -0.804635], [-3.113912, -0.803491, -0.991795], [-1.663115, -0.521606, -1.964003], [-0.777735, -1.088470, 2.162808], [-1.416350, 0.474824, 1.621664], [-2.496485, -0.898860, 1.815761], [-0.155070, 2.450649, 1.077246], [-0.859596, 2.681315, -0.527310], [0.819368, 3.132644, -0.227173], [2.505218, -0.346775, 0.622482], [1.661343, -0.467693, -0.593611], [2.108321, -0.324809, -1.749991], [1.458349, -0.439717, -2.523556], [0.358398, 1.426248, -0.274005], [3.103406, 0.559375, 0.578510], [1.892269, -0.325985, 1.518792], [3.186948, -1.194118, 0.678302]],
  "forces_ev_per_angstrom": [[-0.09, 0.15, 0.07], [0.24, -0.14, 0.23], [0.17, -0.36, -0.37], [0.09, 0.00, 0.01], [-0.32, 0.10, 0.06], [0.10, 0.01, 0.12], [-0.04, -0.05, -0.13], [0.05, -0.14, -0.12], [-0.07, 0.11, -0.07], [-0.10, 0.03, -0.12], [-0.02, 0.01, 0.15], [0.07, 0.14, 0.06], [-0.09, 0.03, 0.12], [-0.06, 0.01, 0.23], [-0.23, 0.06, -0.12], [0.18, 0.13, -0.06], [-0.02, 0.09, 0.13], [-0.05, -0.28, -0.47], [0.46, 0.31, -0.01], [-0.34, -0.17, 0.04], [-0.03, -0.05, -0.02], [0.08, 0.12, 0.00], [-0.04, 0.01, 0.21], [0.07, -0.10, 0.05]],
  "mulliken_charge": [0.409, -1.183, -1.163, -0.769, -0.308, 0.292, 0.310, 0.155, 0.351, 0.343, 0.346, 0.121, 0.361, 0.274, 0.304, 0.361, -1.222, 0.626, -0.733, 0.240, -0.107, 0.350, 0.297, 0.344],
  "orbital_gap_ev": [6.4429, 6.6606],
  "homo_energy_ev": [-5.63, -5.87],
  "max_force_ev_per_a": 0.55,
  "total_charge": 0,
  "e_above_lowest_kj_mol": 430.7
}

***

Record 2
{
  "formula": "C21H31Cl5P2Pb",
  "method": "ωB97M-V with the def2-TZVPD basis set",
  "symbols": ["P", "P", "C", "C", "H", "H", "H", "H", "C", "H", "H", "H", "C", "H", "H", "H", "C", "H", "H", "H", "C", "H", "H", "H", "Pb", "C", "C", "C", "C", "C", "C", "C", "C", "C", "H", "H", "H", "H", "H", "H", "H", "H", "H", "H", "H", "H", "H", "H", "H", "Cl", "C", "C", "C", "Cl", "C", "Cl", "C", "Cl", "C", "Cl"],
  "xyz": [[0.103852, -1.891034, -5.783811], [0.103605, 2.181935, -5.487863], [-0.392768, -0.441531, -6.764818], [0.471731, 0.848593, -6.697877], [-1.466695, -0.238323, -6.595491], [-0.336419, -0.814064, -7.804035], [1.550499, 0.613856, -6.637065], [0.332403, 1.352411, -7.672845], [-1.422705, 2.948930, -6.096652], [-1.792568, 3.669496, -5.355234], [-2.209818, 2.203200, -6.276165], [-1.194623, 3.472640, -7.034147], [1.367827, 3.442237, -5.714870], [1.057914, 4.099347, -6.538161], [2.326406, 2.971713, -5.966467], [1.477169, 4.034005, -4.796536], [-1.049945, -3.199944, -6.153810], [-1.127939, -3.889115, -5.303852], [-0.679632, -3.744050, -7.034938], [-2.038343, -2.776908, -6.377821], [1.728099, -2.436573, -6.341692], [2.456159, -1.612995, -6.373064], [1.610454, -2.853330, -7.355898], [2.105597, -3.230149, -5.678061], [1.494526, -0.082596, 0.560395], [-0.139936, 1.978279, -3.691956], [-1.544568, 1.721187, -3.388227], [-2.173978, 0.561369, -3.954607], [-2.087289, -0.675526, -2.984187], [-1.125170, -1.666055, -3.395933], [0.170519, -1.501284, -4.047793], [1.189082, -0.306533, -3.784167], [0.784378, 0.922205, -2.987323], [0.943785, -1.687928, 1.987565], [0.134979, 2.975525, -3.292093], [-1.993279, 2.240715, -2.545677], [-1.624556, 0.294184, -4.876464], [-3.229228, 0.758036, -4.217181], [-1.908652, -0.306766, -1.954304], [-3.082519, -1.160559, -2.972726], [-1.409448, -2.710611, -3.227739], [0.736117, -2.407948, -3.722039], [1.629379, 0.013483, -4.744996], [2.043664, -0.774639, -3.252285], [0.330179, 0.613636, -2.031388], [1.713628, 1.461957, -2.717728], [1.680556, -1.678017, 2.807408], [0.948389, -2.642698, 1.439786], [-0.062553, -1.454585, 2.370017], [-1.777386, 0.698733, 0.358075], [-1.020713, 1.557305, 1.683256], [0.341201, 1.404550, 1.870309], [0.975368, 1.975511, 2.962631], [2.654278, 1.608832, 3.215977], [0.255285, 2.805284, 3.851091], [1.043542, 3.548394, 5.171670], [-1.133555, 3.011886, 3.635237], [-2.026170, 4.021004, 4.683130], [-1.783209, 2.361812, 2.551954], [-3.463209, 2.545212, 2.304685]],
  "forces_ev_per_angstrom": [[-0.05, 1.20, 0.16], [-1.09, 0.25, 0.05], [-0.17, -0.05, -1.03], [0.32, -0.12, -0.81], [0.58, -0.16, 0.03], [-0.05, 0.27, 0.16], [-0.49, 0.10, -0.02], [0.12, -0.12, 0.27], [0.06, 0.13, -0.33], [0.18, -0.39, -0.05], [0.27, 0.19, 0.22], [-0.03, -0.16, -0.01], [0.44, 0.20, -0.63], [0.30, -0.06, 0.17], [-0.11, 0.21, 0.10], [-0.08, -0.25, -0.31], [-0.16, -0.34, -0.44], [-0.01, 0.31, -0.12], [-0.15, 0.10, 0.13], [0.30, -0.20, 0.24], [0.28, -0.32, -1.08], [-0.27, -0.26, 0.09], [0.38, 0.08, 0.28], [-0.20, 0.31, -0.14], [0.29, 0.37, -0.49], [-0.78, -1.34, 2.83], [0.03, 2.85, -0.47], [-0.43, -1.07, 0.92], [-1.59, 0.73, -0.50], [0.39, -1.91, -0.15], [0.89, -0.42, 1.76], [0.61, -0.91, -0.07], [0.93, 0.59, -0.43], [-0.34, -0.35, 0.18], [0.05, -0.28, -0.17], [0.08, 0.19, -0.27], [-0.44, -0.07, 0.27], [0.03, -0.24, -0.12], [-0.30, 0.29, -0.41], [0.22, 0.11, 0.20], [0.35, 0.24, 0.16], [0.06, 0.23, -0.24], [-0.02, -0.05, 0.36], [-0.41, 0.27, -0.16], [-0.16, 0.30, -0.57], [0.06, -0.38, 0.00], [-0.31, -0.16, -0.23], [0.01, 0.21, 0.46], [0.40, -0.28, -0.01], [0.34, 0.24, 0.31], [-0.12, 0.58, 0.71], [0.18, -0.32, 0.11], [-1.47, 0.58, 0.06], [0.06, 0.07, 0.01], [-0.44, -0.44, -0.77], [0.11, 0.14, 0.26], [0.73, -0.86, -0.87], [-0.10, 0.13, 0.16], [0.96, -0.03, 0.21], [-0.24, 0.08, 0.03]],
  "mulliken_charge": [1.053, 1.642, -1.197, -1.283, 0.552, 0.620, 0.491, 0.641, -1.599, 0.401, 0.348, 0.539, -1.527, 0.442, 0.420, 0.381, -1.575, 0.420, 0.461, 0.409, -1.394, 0.335, 0.448, 0.417, 0.563, 0.175, -1.488, 0.592, 0.070, -1.355, 0.851, -0.990, -0.447, -1.286, 0.590, 0.214, -1.408, 0.386, -0.821, 0.653, 0.310, 0.731, 0.376, 0.294, -0.618, 0.600, 0.326, 0.382, 0.329, -0.285, 0.700, -0.816, 0.432, -0.246, 0.065, -0.191, 0.317, -0.181, -0.084, -0.182],
  "orbital_gap_ev": 4.0042,
  "homo_energy_ev": -4.01,
  "max_force_ev_per_a": 3.23,
  "total_charge": 0,
  "e_above_lowest_kj_mol": 0.0
}

***

Record 3
{
  "formula": "C3H5FS2",
  "method": "ωB97M-V with the def2-TZVPD basis set",
  "symbols": ["C", "S", "C", "S", "C", "F", "H", "H", "H", "H", "H"],
  "xyz": [[1.434136, 0.982506, -0.353889], [-0.118791, 0.886977, -1.158908], [-1.253799, -0.081428, -0.262040], [-2.840605, 0.198828, -0.607260], [-0.755666, -1.073453, 0.680601], [0.330052, -1.692136, 0.225564], [1.951491, 1.541875, -1.112597], [1.967637, 0.038975, -0.432028], [1.311672, 1.458015, 0.626159], [-1.553902, -1.769613, 0.848134], [-0.472225, -0.490549, 1.546263]],
  "forces_ev_per_angstrom": [[0.35, -0.77, -0.06], [-1.61, 0.08, -0.76], [-0.93, 1.64, -1.88], [0.75, -0.47, 0.44], [-1.01, 0.75, 0.76], [1.80, -1.27, -0.72], [0.46, 1.07, 0.23], [-0.10, -0.19, 0.90], [0.69, -0.20, -0.33], [-0.29, -0.49, 0.56], [-0.10, -0.14, 0.86]],
  "mulliken_charge": [-0.837, -0.011, 0.135, -0.230, -0.288, -0.265, 0.348, 0.305, 0.279, 0.333, 0.228],
  "orbital_gap_ev": 8.3517,
  "homo_energy_ev": -8.72,
  "max_force_ev_per_a": 2.67,
  "total_charge": 0,
  "e_above_lowest_kj_mol": 60.1
}

***

Record 4
{
  "formula": "C6H31NO12",
  "method": "ωB97M-V with the def2-TZVPD basis set",
  "symbols": ["O", "C", "C", "C", "C", "C", "C", "N", "H", "H", "H", "H", "H", "H", "H", "H", "H", "H", "H", "O", "H", "H", "O", "H", "H", "O", "H", "H", "O", "H", "H", "O", "H", "H", "O", "H", "H", "O", "H", "H", "O", "H", "H", "O", "H", "H", "O", "H", "H", "O"],
  "xyz": [[-3.536970, 1.148586, 0.618799], [-2.404102, 1.571782, 0.522495], [-1.339718, 0.751456, -0.224606], [0.079689, 1.194400, 0.199629], [0.480366, 2.643688, -0.130780], [1.044478, 3.433395, 0.787635], [-0.391801, 3.538016, -2.191151], [0.495647, 2.904529, -1.497491], [-2.145640, 2.507020, 0.980622], [-1.559869, 0.897676, -1.263697], [-1.495283, -0.339694, 0.019642], [0.754042, 0.448444, -0.333587], [0.176541, 1.081751, 1.286012], [1.246386, 3.123556, 1.756725], [1.411676, 4.317191, 0.885874], [-1.175371, 4.116835, -1.753120], [-0.009292, 3.691706, -3.208660], [-3.381469, 0.317652, -3.017462], [-2.449904, -0.736265, -3.358490], [-2.439467, 0.222513, -3.217330], [1.178220, -4.365206, 0.047344], [0.001632, -3.345789, 0.510834], [0.938567, -3.522338, 0.172326], [-0.914207, -2.125834, -2.665783], [-1.224816, -2.731421, -3.960512], [-1.662157, -2.254245, -3.268668], [-3.247917, 0.443835, 3.180569], [-2.463895, 1.809607, 3.656292], [-2.503391, 0.869703, 3.729378], [0.674756, -2.529864, -1.468866], [1.631975, -2.480143, -2.681727], [0.710213, -2.588384, -2.347654], [-2.183731, -2.407055, 0.528316], [-1.173486, -2.707551, 1.862334], [-1.567917, -3.062843, 0.915282], [3.466238, 0.574296, -0.901438], [4.339981, 1.416715, 0.077700], [3.949452, 0.541441, -0.006419], [2.064199, -1.738585, 1.094133], [3.270657, -0.835841, 0.949921], [2.895131, -1.340001, 1.533422], [1.704798, -1.669494, 3.688386], [2.037421, -0.183517, 3.470881], [1.317454, -0.764256, 3.529517], [1.714786, -0.241055, -2.394892], [1.901104, 1.308210, -2.351273], [2.417019, 0.437548, -2.497052], [-1.557645, -0.810968, 3.201686], [-0.054735, -1.093819, 2.810173], [-1.019647, -1.437385, 2.724730]],
  "forces_ev_per_angstrom": [[-0.42, 0.21, 0.35], [0.03, -2.31, -1.03], [-0.09, 0.62, 1.80], [0.24, -0.60, -0.34], [0.44, -0.38, -2.08], [-2.09, -4.59, 0.40], [-0.94, 1.07, -2.44], [2.63, -2.45, 2.77], [0.51, 0.95, 0.25], [0.23, 0.09, -0.79], [0.04, 1.11, -0.18], [-0.30, 1.12, 0.82], [0.11, -0.36, -0.05], [-0.34, -1.93, 2.07], [1.99, 6.07, -1.63], [-0.56, 0.58, 0.13], [-1.00, 0.43, 0.03], [0.16, 0.77, 0.12], [0.88, -0.20, -0.16], [-1.23, -0.07, -0.06], [0.76, -4.82, -0.50], [0.62, -0.96, -0.75], [-1.52, 5.91, 1.26], [-0.13, 0.16, -0.13], [0.13, -0.42, -0.71], [-0.59, -0.24, 0.38], [1.57, 1.90, 0.99], [-0.43, 0.80, -0.60], [-1.31, -2.71, -0.48], [0.52, -0.10, 5.95], [-1.16, -0.09, 0.80], [1.47, 0.05, -6.60], [0.80, -0.29, 0.76], [-2.17, 0.12, -2.74], [0.90, -0.03, 1.67], [0.65, -0.12, 1.35], [-0.13, -0.04, 0.09], [-0.49, 0.31, -1.87], [2.10, 0.84, 0.96], [3.52, 4.89, -5.43], [-5.34, -6.14, 4.44], [-0.39, 1.60, -0.41], [1.65, 1.13, -0.64], [-1.13, -2.65, 1.46], [0.48, 0.71, -0.11], [0.45, -1.09, -0.12], [-1.26, 0.83, 0.50], [-0.19, 0.50, 0.35], [-1.79, -0.30, 0.06], [2.11, 0.12, 0.10]],
  "mulliken_charge": [-0.558, -0.296, 0.410, 0.238, 0.728, -1.747, -0.885, -0.427, 0.576, 0.427, -0.630, -0.285, 0.231, 0.326, 0.608, 0.303, 0.240, 0.324, 0.333, -0.669, 0.184, 0.504, -0.633, 0.508, 0.260, -0.714, 0.344, 0.289, -0.689, 0.315, 0.292, -0.710, 0.223, 0.478, -0.814, 0.391, 0.296, -0.722, 0.306, 0.314, -0.559, 0.315, 0.295, -0.675, 0.294, 0.399, -0.786, 0.266, 0.389, -0.604],
  "orbital_gap_ev": [2.5696, 6.5529],
  "multiplicity": 2,
  "homo_energy_ev": [-0.06, -4.05],
  "max_force_ev_per_a": 9.27,
  "total_charge": -1,
  "s2": 0.75
}

***

What is the formula in the first record?
C6H16N2